Entry 1:
C2H5NP2 | ωB97M-V/def2-TZVPD

Summary:
* ΔE to the lowest compared entry with this formula, charge and spin: 106.05 kcal per mole
* electronic energy: -816.4592 a.u.
* frontier orbital gap (alpha / beta): 6.1 / 8.6 eV

Structure (XYZ):
```
10
C2H5NP2, DFT ωB97M-V/def2-TZVPD
C 0.780 2.245 2.138
C -0.905 -1.425 -0.793
N 0.191 -1.370 -1.711
P 0.866 1.154 0.835
P 1.450 -0.563 -2.009
H 1.271 2.322 3.175
H -0.680 -0.862 0.101
H -1.115 -2.400 -0.422
H -1.842 -1.081 -1.268
H -0.016 1.980 -0.044
```

***

Entry 2:
C14H8N2O6 | ωB97M-V/def2-TZVPD

Summary:
* SMILES: O=C(O)c1cc(-c2ccc([N+](=O)[O-])o2)c2ccccc2[n+]1[O-]
* ΔE to the lowest compared entry with this formula, charge and spin: 0.00 kcal per mole
* electronic energy: -1099.0380 a.u.
* frontier orbital gap: 6.8 eV

Structure (XYZ):
```
30
C14H8N2O6, DFT ωB97M-V/def2-TZVPD
O -2.561 -3.020 -3.077
C -2.008 -2.849 -1.986
O -1.544 -3.969 -1.252
C -1.575 -1.566 -1.449
C -0.649 -1.577 -0.330
C -0.019 -0.389 0.097
C 1.105 -0.503 1.040
C 1.512 -1.682 1.759
C 2.626 -1.315 2.564
C 2.907 0.008 2.336
N 3.706 0.934 2.999
O 4.026 1.998 2.373
O 4.299 0.673 3.991
O 1.990 0.521 1.401
C -0.563 0.871 -0.397
C -0.298 2.080 0.194
C -0.827 3.272 -0.260
C -1.571 3.267 -1.417
C -1.936 2.100 -2.005
C -1.473 0.840 -1.448
N -1.903 -0.354 -2.001
O -2.595 -0.315 -2.987
H -1.712 -4.700 -1.915
H -0.282 -2.491 0.041
H 1.172 -2.681 1.705
H 3.079 -1.869 3.294
H 0.376 2.232 1.104
H -0.638 4.129 0.263
H -2.055 4.161 -1.784
H -2.590 2.193 -2.856
```

***

Entry 3:
C22H44BrClN4O4 | ωB97M-V/def2-TZVPD

Summary:
* electronic energy: -4418.2380 a.u.
* frontier orbital gap: 4.7 eV

Structure (XYZ):
```
76
C22H44BrClN4O4, DFT ωB97M-V/def2-TZVPD
C 5.580 3.596 0.669
C 4.465 2.431 0.968
O 4.418 1.348 -0.035
C 3.974 1.865 -1.357
C 3.505 0.657 -2.398
O 2.046 0.480 -2.483
C 1.635 -0.902 -2.193
N 0.134 -1.044 -1.880
C -0.279 -1.188 -0.578
N 0.625 -1.244 0.671
O 0.235 -0.221 1.453
C 0.537 1.089 0.855
C -0.832 1.985 0.510
C -1.170 2.806 1.909
C -0.597 3.111 -0.658
C -0.815 2.555 -2.198
C -1.750 4.306 -0.456
C 0.052 -2.475 1.366
C 0.732 -3.944 1.107
C 0.866 -4.385 -0.465
C -0.351 -4.516 -1.556
N 2.143 -4.728 -0.927
C -1.574 -2.284 1.269
O -2.081 -3.692 1.143
C -2.278 -1.822 2.675
C -3.118 -0.416 2.607
C -4.752 -0.759 2.706
Br -2.706 0.553 4.354
N -1.643 -1.385 0.049
C -2.778 -1.608 -0.926
C -3.634 -0.208 -1.239
H 6.656 3.186 0.404
H 5.708 4.203 1.686
H 5.202 4.408 -0.119
H 3.440 2.962 1.163
H 4.775 1.918 1.993
H 4.954 2.332 -1.852
H 3.199 2.739 -1.272
H 3.869 1.012 -3.479
H 4.088 -0.354 -2.197
H 1.842 -1.548 -3.152
H 2.327 -1.317 -1.345
H -0.568 -1.031 -2.658
H 1.294 1.055 -0.048
H 1.091 1.719 1.704
H -1.712 1.291 0.146
H -0.766 2.107 2.785
H -2.330 2.957 1.933
H -0.554 3.815 2.016
H 0.476 3.576 -0.570
H -1.984 2.449 -2.412
H -0.355 1.499 -2.402
H -0.328 3.293 -2.989
H -1.371 5.197 0.202
H -2.788 3.862 -0.129
H -1.912 4.747 -1.553
H 0.380 -2.261 2.494
H 1.842 -3.887 1.542
H 0.210 -4.825 1.674
H -0.045 -5.409 -2.287
H -0.510 -3.582 -2.243
H -1.392 -4.811 -1.112
H 2.076 -5.024 -1.944
H -1.902 -4.200 1.989
H -3.005 -2.666 3.081
H -1.455 -1.691 3.525
H -2.855 0.281 1.705
H -4.905 -1.664 3.455
H -5.233 -0.938 1.654
H -5.246 0.180 3.252
H -3.583 -2.384 -0.543
H -2.400 -1.997 -1.963
H -3.867 0.368 -0.224
H -3.026 0.489 -1.959
H -4.681 -0.552 -1.674
Cl 4.754 -1.463 -3.239
```

***

Entry 4:
C5H7NO | ωB97M-V/def2-TZVPD

Summary:
* SMILES: O=C1CC=CCN1
* ΔE to the lowest compared entry with this formula, charge and spin: 2.29 kcal per mole
* electronic energy: -324.7208 a.u.
* frontier orbital gap: 10.4 eV

Structure (XYZ):
```
14
C5H7NO, DFT ωB97M-V/def2-TZVPD
O 1.461 2.215 0.344
C 0.798 1.206 0.166
C 1.457 -0.148 -0.030
C 0.527 -1.325 0.034
C -0.793 -1.195 -0.021
C -1.471 0.138 -0.138
N -0.564 1.237 0.132
H 2.252 -0.223 0.719
H 1.968 -0.117 -1.002
H 0.978 -2.312 0.117
H -1.444 -2.066 0.006
H -2.308 0.189 0.570
H -1.907 0.238 -1.145
H -0.954 2.163 0.246
```

***

Entry 5:
C17H31Cl2NO3P2Re | ωB97M-V/def2-TZVPD

Summary:
* spin multiplicity: 4
* <S²>: 3.80
* ΔE to the lowest compared entry with this formula, charge and spin: 0.00 kcal per mole
* electronic energy: -2628.0927 a.u.
* frontier orbital gap (alpha / beta): 5.4 / 6.0 eV

Structure (XYZ):
```
57
C17H31Cl2NO3P2Re, DFT ωB97M-V/def2-TZVPD
Re 0.364 -0.020 0.015
P 0.449 1.248 2.008
P 0.272 -1.610 -1.863
N -0.567 1.245 -0.836
H 1.031 -0.314 1.519
C 1.729 2.523 2.065
H 1.684 3.031 3.040
H 1.561 3.237 1.245
H 2.695 2.028 1.932
C 0.446 0.451 3.656
H 0.480 1.237 4.427
H 1.344 -0.167 3.704
H -0.441 -0.191 3.755
C -1.091 2.237 2.175
H -1.074 2.810 3.117
H -1.983 1.598 2.177
H -1.199 2.948 1.345
C 1.620 -1.417 -3.072
H 1.468 -2.093 -3.923
H 2.575 -1.626 -2.579
H 1.611 -0.372 -3.400
C 0.261 -3.402 -1.477
H 0.150 -3.968 -2.413
H -0.566 -3.642 -0.792
H 1.206 -3.674 -0.992
C -1.251 -1.380 -2.849
H -1.308 -2.169 -3.613
H -1.212 -0.397 -3.336
H -2.128 -1.420 -2.186
C -1.442 2.017 -1.422
C -1.925 4.028 -2.579
C -0.983 3.169 -2.085
C -2.829 1.699 -1.296
C -3.714 2.615 -1.819
C -3.282 3.760 -2.450
H -1.568 4.927 -3.087
H 0.115 3.307 -2.127
H -3.093 0.765 -0.776
H -4.781 2.381 -1.713
H -4.010 4.456 -2.872
C 3.264 -1.123 0.490
O 2.576 -0.621 -0.471
C 4.341 -0.290 1.078
H 4.767 -0.777 1.976
H 4.005 0.745 1.354
H 5.131 -0.282 0.271
C 3.077 -2.575 0.727
H 3.326 -3.102 -0.220
H 2.043 -2.861 1.032
H 3.740 -2.912 1.521
Cl -1.702 -4.136 2.052
C -2.728 -2.682 2.039
Cl -2.746 -1.766 3.568
C -2.168 -1.727 0.954
O -2.878 -1.362 0.031
O -0.915 -1.441 1.218
H -3.748 -2.947 1.758
```

***

Entry 6:
C19H22N2O5S | ωB97M-V/def2-TZVPD

Summary:
* ΔE to the lowest compared entry with this formula, charge and spin: 424.53 kcal per mole
* electronic energy: -1620.5063 a.u.
* frontier orbital gap: 8.0 eV

Structure (XYZ):
```
49
C19H22N2O5S, DFT ωB97M-V/def2-TZVPD
C 2.826 -3.470 3.026
C 3.199 -2.349 2.058
C 2.066 -1.921 1.100
N 0.952 -1.571 1.669
S 1.062 -0.329 2.512
O 2.286 0.613 2.325
O 1.022 -0.462 4.057
C -0.501 0.512 2.083
C -0.367 1.580 1.230
C -1.491 2.235 0.595
C -2.831 1.739 1.172
C -2.869 0.546 2.015
C -1.622 0.005 2.278
H -1.781 -0.624 3.222
H -3.833 0.155 2.140
C -3.863 2.286 0.340
H -3.733 3.271 -0.186
H -4.738 2.234 0.978
C -4.467 1.323 -0.926
C -3.158 1.545 -1.881
O -3.252 2.147 -2.852
N -2.075 0.701 -1.550
C -0.937 0.655 -2.237
C -0.553 1.412 -3.404
C 0.420 1.079 -4.017
C 1.547 0.582 -3.504
C 1.475 -0.172 -2.425
C -0.022 -0.132 -1.606
H 0.065 -0.618 -0.726
O 2.537 -0.705 -1.906
C 3.396 -0.455 -2.747
O 2.914 0.246 -3.840
H 4.270 0.157 -2.292
H 3.999 -1.398 -3.344
H 0.897 1.783 -5.035
H -1.570 1.918 -3.852
H -2.307 -0.132 -0.955
H -5.132 1.904 -1.315
H -4.437 0.295 -0.560
H -1.396 3.112 0.149
H 0.706 2.218 0.865
H 0.701 -2.144 2.472
H 2.704 -1.146 0.614
H 2.155 -2.812 0.377
H 3.521 -1.651 2.893
H 4.131 -2.653 1.471
H 2.055 -3.194 3.576
H 2.508 -4.332 2.246
H 3.519 -3.983 3.698
```

***

Entry 7:
C2H6N4O | ωB97M-V/def2-TZVPD

Summary:
* ΔE to the lowest compared entry with this formula, charge and spin: 101.17 kcal per mole
* electronic energy: -373.9491 a.u.
* frontier orbital gap: 8.9 eV

Structure (XYZ):
```
13
C2H6N4O, DFT ωB97M-V/def2-TZVPD
C 0.891 0.434 -0.017
N -1.782 -0.794 -0.938
N 2.118 1.026 0.122
C 0.213 -0.368 0.997
O -0.949 0.045 1.588
N 0.257 0.211 -1.144
N -0.425 -0.936 -0.750
H -1.706 -0.117 0.988
H -2.054 0.095 -1.360
H -2.181 -1.607 -1.393
H 2.270 1.586 0.946
H 2.531 1.390 -0.723
H 0.817 -0.963 1.684
```

***

Entry 8:
C6H12O | ωB97M-V/def2-TZVPD

Summary:
* SMILES: CC[C@H]1C[C@H]1C=O.[H][H]
* ΔE to the lowest compared entry with this formula, charge and spin: 48.74 kcal per mole
* electronic energy: -310.9816 a.u.
* frontier orbital gap: 10.8 eV

Structure (XYZ):
```
19
C6H12O, DFT ωB97M-V/def2-TZVPD
C -2.117 -0.293 0.760
C -1.092 0.721 0.253
C -0.403 0.268 -1.018
C 1.000 0.655 -1.333
C 0.677 -0.799 -1.029
C 1.213 -1.434 0.202
O 1.773 -2.507 0.195
H -2.880 -0.496 -0.001
H -2.629 0.074 1.656
H -1.639 -1.246 1.011
H -0.350 0.925 1.036
H -1.587 1.680 0.052
H -1.074 0.197 -1.874
H 1.278 0.890 -2.357
H 1.555 1.214 -0.583
H 0.685 -1.483 -1.873
H 1.089 -0.881 1.158
H 2.020 1.528 1.981
H 2.481 0.987 1.763
```

***

- Look up the electronic energy of the second one.
  -1099.0380 a.u.

***

- Look up the electronic energy of the second one.
  -1099.0380 a.u.

***

- Among the records above, which one has the highest electronic energy?
  C6H12O

***

- Look up the electronic energy of the sixth one.
  -1620.5063 a.u.